Entry from the Open Molecules 2025 dataset: a 2-piece molecular cluster, C6H14O4 overall at a distorted geometry (ωB97M-V/def2-TZVPD).

The geometry in XYZ format:
```
24
Properties=species:S:1:pos:R:3:mulliken_charge:R:1
C -1.168 0.466 -0.469 1.489
C 0.072 -0.677 -1.044 -1.122
C -1.937 0.924 -1.694 -1.654
C -2.030 -0.295 0.524 -1.500
O -0.509 1.541 0.071 -0.670
O 1.001 0.059 -1.805 -0.576
H -0.105 1.258 0.967 0.442
H 1.237 0.853 -1.296 0.423
H -0.528 -1.267 -1.741 0.463
H 0.498 -1.477 -0.431 0.438
H -2.689 1.655 -1.393 0.433
H -2.419 0.083 -2.185 0.356
H -1.253 1.396 -2.391 0.374
H -2.866 0.333 0.831 0.393
H -1.458 -0.559 1.412 0.326
H -2.428 -1.200 0.073 0.342
C 2.782 0.062 0.848 -1.183
C 1.525 -0.398 1.511 0.927
O 1.526 -1.712 1.793 -0.446
O 0.712 0.355 2.046 -0.677
H 0.777 -1.922 2.373 0.377
H 2.833 1.146 0.828 0.337
H 3.643 -0.360 1.365 0.361
H 2.785 -0.263 -0.195 0.345
```

## Properties
- F_max: 0.0707 Eh/bohr
- 2S+1: 1
- Gap between HOMO and LUMO: 9.585 eV
- HOMO energy: -9.09 eV
- SMILES: CC(C)(O)CO.CC(=O)O

=====

Entry from the Open Molecules 2025 dataset: C6H14P as an isolated structure at a distorted geometry (ωB97M-V/def2-TZVPD).

The geometry in XYZ format:
```
21
Properties=species:S:1:pos:R:3:mulliken_charge:R:1
C 0.329 0.641 0.417 -1.369
C 1.599 0.185 0.012 1.164
C 2.346 1.190 -0.766 -1.881
C 2.299 -1.118 0.123 -1.055
C -2.042 -1.406 -0.646 -1.016
C -2.783 0.727 0.809 -0.991
P -1.711 0.417 -0.640 0.404
H 0.017 0.203 1.338 0.552
H 0.134 1.672 0.378 0.481
H 1.948 2.107 -0.658 0.451
H 2.500 0.908 -1.737 0.480
H 3.305 1.360 -0.502 0.564
H 2.649 -1.223 1.073 0.360
H 3.026 -1.102 -0.673 0.378
H 1.594 -2.097 0.128 0.296
H -1.906 -1.806 -1.602 0.386
H -2.952 -1.547 -0.183 0.410
H -1.261 -1.873 -0.097 0.310
H -3.494 1.595 0.525 0.363
H -2.267 1.239 1.655 0.331
H -3.331 -0.072 1.045 0.382
```

## Properties
- F_max: 0.1170 Eh/bohr
- 2S+1: 1
- Gap between HOMO and LUMO: 7.862 eV
- HOMO energy: -13.56 eV
- Charge: +1

=====

Entry from the Open Molecules 2025 dataset: a 2-piece molecular cluster, C6H14Si overall at a distorted geometry (ωB97M-V/def2-TZVPD).

The geometry in XYZ format:
```
21
Properties=species:S:1:pos:R:3:mulliken_charge:R:1
C -1.791 -1.554 -1.375 -0.849
C -1.089 -1.402 -0.287 0.428
C 0.005 -2.331 0.130 -1.176
C 1.413 0.534 -0.734 -1.347
C 0.766 2.407 0.890 -1.528
C 0.267 1.362 -0.089 0.671
Si -1.140 0.266 0.637 0.017
H -2.638 -0.858 -1.467 0.223
H -1.758 -2.254 -2.171 0.318
H 0.532 -2.886 -0.689 0.331
H -0.378 -2.770 1.131 0.326
H 0.749 -1.674 0.503 0.392
H 2.181 0.560 0.067 0.314
H 1.069 -0.445 -1.032 0.443
H 2.017 1.193 -1.477 0.320
H 1.194 3.327 0.334 0.293
H 1.433 1.967 1.603 0.413
H -0.033 2.808 1.472 0.421
H -0.172 1.890 -1.020 0.217
H -0.097 -0.838 2.761 -0.103
H -2.529 0.697 0.815 -0.125
```

## Properties
- F_max: 0.0622 Eh/bohr
- 2S+1: 1
- Gap between HOMO and LUMO: 8.151 eV
- HOMO energy: -8.32 eV

=====

Entry from the Open Molecules 2025 dataset: C6H15AgN4O9 as an isolated structure at a distorted geometry (ωB97M-V/def2-TZVPD).

The geometry in XYZ format:
```
35
Properties=species:S:1:pos:R:3:mulliken_charge:R:1
Ag 12.447 -0.502 24.862 0.624
N 10.652 2.016 25.186 1.112
O 9.999 3.070 25.132 -0.770
O 11.482 1.961 26.037 -0.559
O 10.578 1.114 24.351 -0.669
N 11.714 -0.294 28.259 0.987
O 10.697 -0.151 28.922 -0.756
O 12.791 0.166 28.503 -0.673
O 11.663 -0.999 27.325 -0.551
N 14.574 1.603 24.769 1.135
O 14.645 0.849 25.703 -0.604
O 15.412 2.444 24.535 -0.789
O 13.579 1.632 24.090 -0.589
C 10.546 -3.016 24.414 -1.005
C 11.812 -3.682 24.863 -0.717
N 12.957 -2.912 24.240 0.656
C 12.982 -2.824 22.758 -0.570
C 14.146 -1.885 22.311 -1.202
C 14.239 -3.649 24.808 -0.563
C 14.609 -2.985 26.109 -1.124
H 10.064 -2.658 25.324 0.300
H 9.875 -3.646 23.830 0.281
H 10.720 -2.181 23.735 0.145
H 11.847 -3.682 25.952 0.372
H 11.782 -4.726 24.552 0.440
H 13.204 -3.766 22.257 0.235
H 12.180 -2.366 22.179 0.444
H 13.885 -1.590 21.294 0.369
H 14.314 -1.023 22.957 0.198
H 15.099 -2.404 22.218 0.358
H 15.098 -3.385 24.191 0.292
H 14.068 -4.701 25.035 0.273
H 14.482 -1.902 26.116 0.203
H 15.682 -3.181 26.096 0.405
H 14.094 -3.486 26.928 0.311
```

## Properties
- F_max: 0.1688 Eh/bohr
- 2S+1: 1
- Gap between HOMO and LUMO: 6.386 eV
- HOMO energy: -1.58 eV
- Charge: -2